Entry 1:
6
Properties=species:S:1:pos:R:3 method="wB97M-V/def2-TZVPD" e_homo_ev=-7.32 relative_energy_kcal_mol=16.5 orbital_gap_ev=6.29
Rb 2.03 2.06 -0.14
O -1.29 -0.47 0.56
C -0.32 -0.36 -0.31
O -0.48 0.02 -1.49
O 0.87 -0.57 0.02
H -0.81 -0.69 1.36


Entry 2:
59
Properties=species:S:1:pos:R:3 method="wB97M-V/def2-TZVPD" multiplicity=3 e_homo_ev="-4.33 / -5.38" relative_energy_kcal_mol=5.7 orbital_gap_ev="6.87 / 5.92" charge=-1
Au -0.83 1.41 0.60
O 1.44 1.68 0.36
C 1.83 2.00 -0.94
C 1.28 0.96 -1.91
C 1.60 -0.36 -1.87
C 0.89 -1.15 -2.81
C 0.03 -0.41 -3.55
S 0.07 1.25 -3.10
C 3.35 1.95 -1.04
C 4.22 1.60 -0.05
C 5.58 1.66 -0.46
C 5.72 2.04 -1.76
S 4.19 2.35 -2.49
C 1.45 3.45 -1.24
C 1.13 4.18 -2.34
C 0.89 5.56 -2.03
C 1.06 5.83 -0.71
S 1.47 4.43 0.19
H 2.33 -0.76 -1.17
H 1.01 -2.22 -2.91
H -0.64 -0.73 -4.34
H 3.88 1.31 0.93
H 6.42 1.41 0.18
H 6.62 2.17 -2.33
H 1.05 3.77 -3.33
H 0.63 6.29 -2.78
H 0.95 6.78 -0.21
C -1.72 3.97 1.86
O -1.15 3.52 0.69
H -2.10 5.00 1.76
H -1.04 3.91 2.72
H -2.56 3.27 2.09
C -4.12 -0.53 1.11
C -3.46 0.42 2.13
C -4.52 0.89 3.14
O -2.90 1.51 1.49
H -4.52 -1.42 1.60
H -3.37 -0.82 0.37
H -4.93 0.00 0.60
H -2.69 -0.16 2.68
H -5.32 1.40 2.60
H -4.08 1.58 3.86
H -4.94 0.03 3.68
F 0.52 -7.80 1.86
C 0.04 -7.41 0.65
F -1.09 -8.11 0.44
F 0.95 -7.86 -0.26
C -0.16 -5.93 0.56
C 0.94 -5.09 0.76
C 0.77 -3.73 0.72
C -0.49 -3.16 0.48
C -1.58 -4.02 0.29
C -1.41 -5.39 0.32
C -0.65 -1.75 0.45
C -0.75 -0.55 0.37
H 1.91 -5.53 0.95
H 1.62 -3.07 0.87
H -2.56 -3.59 0.12
H -2.26 -6.05 0.17


Entry 3:
90
Properties=species:S:1:pos:R:3 method="wB97M-V/def2-TZVPD" e_homo_ev=-11.70 orbital_gap_ev=8.57 charge=+1
C 2.16 -0.07 3.24
C 1.66 1.14 2.41
P -0.07 1.57 2.92
C -0.38 3.23 2.15
S -1.45 0.30 1.77
N -2.93 0.39 2.63
C -3.92 -0.01 1.89
C -4.89 -0.99 2.49
C -4.17 0.51 0.49
B -1.05 -1.54 1.86
O -1.83 -2.29 2.71
N -0.07 -2.19 1.07
C 0.59 -1.34 0.05
C 0.91 -2.99 1.87
H 2.87 0.31 3.98
H 1.35 -0.50 3.83
H 2.65 -0.83 2.63
H 1.72 1.00 1.33
H 2.25 2.03 2.63
H 0.38 3.94 2.47
H -0.28 3.12 1.06
H -1.40 3.56 2.34
H -5.63 -0.41 3.06
H -4.42 -1.67 3.18
H -5.46 -1.51 1.72
H -3.78 -0.14 -0.29
H -3.73 1.50 0.41
H -5.25 0.66 0.39
H -1.77 -1.98 3.63
H -0.09 -0.63 -0.41
H 1.49 -0.89 0.46
H 0.92 -2.00 -0.76
H 0.81 -2.71 2.92
H 1.93 -2.88 1.51
H 0.62 -4.04 1.81
C 2.45 -7.03 0.48
Cl 3.77 -7.75 -0.45
Cl 3.07 -6.46 2.05
Cl 1.78 -5.66 -0.41
Cl 1.19 -8.24 0.75
C -4.52 2.38 -3.10
Cl -2.89 1.88 -2.61
Cl -5.41 0.98 -3.70
Cl -5.36 3.05 -1.70
Cl -4.41 3.60 -4.36
C -3.12 2.62 6.36
Cl -4.31 3.81 5.81
Cl -2.08 3.33 7.60
Cl -3.95 1.20 7.03
Cl -2.15 2.13 4.96
C -7.05 2.97 2.45
Cl -5.42 2.43 2.89
Cl -7.96 1.59 1.82
Cl -7.87 3.62 3.88
Cl -6.93 4.22 1.21
C 2.72 -2.80 -3.71
Cl 2.59 -4.56 -3.72
Cl 1.10 -2.10 -3.70
Cl 3.60 -2.29 -2.26
Cl 3.59 -2.27 -5.15
C -6.18 3.65 -8.19
Cl -4.78 4.56 -7.60
Cl -6.84 2.66 -6.88
Cl -7.42 4.78 -8.75
Cl -5.68 2.60 -9.53
C 2.96 5.44 1.11
Cl 1.71 6.48 0.42
Cl 4.56 6.06 0.69
Cl 2.79 5.39 2.87
Cl 2.78 3.80 0.46
C 7.93 7.19 -1.25
Cl 6.68 8.24 -1.92
Cl 9.53 7.83 -1.68
Cl 7.79 7.16 0.52
Cl 7.72 5.55 -1.87
C 10.90 4.71 -5.19
Cl 9.62 4.95 -6.38
Cl 10.90 3.02 -4.65
Cl 12.46 5.09 -5.91
Cl 10.61 5.76 -3.80
C -1.69 -5.03 -2.75
Cl -0.38 -5.75 -3.68
Cl -1.07 -4.48 -1.18
Cl -2.35 -3.64 -3.63
Cl -2.96 -6.22 -2.48
C 1.67 -12.38 0.73
Cl 1.66 -14.14 0.71
Cl 0.01 -11.77 0.71
Cl 2.49 -11.81 2.19
Cl 2.53 -11.78 -0.70


Table of total energy (a.u.), in record order: -288.530827; -2859.988487; -21933.808879